(1)
A single C5H9BO molecule in a non-equilibrium geometry, computed with ωB97M-V with the def2-TZVPD basis set.

ORCA input file:
```
! RIJCOSX wB97M-V def2-TZVPD def2/J DEFGRID3
* xyz 0 1
H -2.5451 -1.2269 1.8190
O 1.0533 1.6293 0.0537
H 2.1338 0.8653 -1.5166
H 0.8086 -1.4105 -0.7832
C -0.1161 -0.8211 -0.6962
H -1.0508 -2.6504 0.2677
C -1.2373 -1.5895 0.0832
B 0.2900 0.5209 0.0812
H 2.1119 2.5301 -1.3183
C -1.6865 -0.8264 1.2882
H 3.0546 1.9359 0.0313
H -2.1092 -1.4754 -0.4841
C -1.0573 0.3325 1.5093
H -1.4613 1.1706 2.1119
C 2.2561 1.7174 -0.7318
H -0.4448 -0.7017 -1.7152
*
```

For the frontier orbital gap, the calculation gives 0.3487 hartree. As for the relative energy (zero: lowest compared OMol25 entry of this formula, charge and spin): 152.2 kJ/mol. As for the SMILES: COB1C=CCC1.

=====

(2)
2 unconnected molecules or ions with the total composition C12H31FO2Si2, computed with ωB97M-V with the def2-TZVPD basis set.

ORCA input file:
```
! RIJCOSX wB97M-V def2-TZVPD def2/J DEFGRID3
* xyz 0 1
Si -0.9407 0.6772 -1.1837
O 0.2982 2.8841 2.9164
H -3.3768 -1.4734 -0.2703
H -0.5156 3.7758 4.5035
H 3.9472 -2.0915 -2.2702
H 2.1454 1.9492 2.7575
H 2.7002 1.2003 -1.0114
C 1.4564 3.1318 5.0765
C 1.1084 1.8330 2.4200
H 1.9224 -2.1033 0.0414
C 2.6184 -2.5829 -0.6537
H -0.5842 -3.0793 -2.6726
H 4.0820 -1.0095 -0.8984
C 3.3617 -1.5640 -1.5109
H -4.3947 -0.0431 -0.4836
H 1.9914 3.9993 4.6877
C -4.2724 -1.0912 -0.7606
H -3.4873 -2.6185 -3.7657
C -4.2143 -1.2891 -2.2707
H -3.3925 -3.2701 -2.1285
C -3.2480 -2.3632 -2.7265
H 2.1100 2.2614 5.0094
H -1.0271 0.9607 0.2623
H 1.2459 3.3033 6.1334
H -4.0154 -0.3419 -2.7803
H 1.5827 -1.1233 -2.6444
H -0.4409 0.3313 2.4822
F -5.5021 -1.6568 -2.7039
H 2.9318 -0.0902 -3.0435
H 2.0241 -3.2594 -1.2739
Si -1.4405 -1.8776 -2.6960
H 3.2999 -3.2012 -0.0649
C 2.4222 -0.5704 -2.2011
C 0.1510 2.9318 4.3258
C 0.6060 0.4434 2.7664
C 0.6876 1.2807 -1.8426
H 0.7014 1.2394 -2.9371
H -5.1349 -1.6423 -0.3806
H -2.0728 1.3508 -1.8737
H 0.7327 2.3466 -1.5840
H -0.3593 2.0327 4.6900
H 1.1054 1.9737 1.3381
H 0.7035 0.2208 3.8298
H 1.1902 -0.3005 2.2207
O -1.0961 -0.9610 -1.3666
H -1.1212 -1.0681 -3.9018
C 1.8879 0.5083 -1.2579
H 1.6228 0.0365 -0.3019
*
```

For the frontier orbital gap, the calculation gives 0.3890 hartree. As for the SMILES: CCCCC[SiH2]O[SiH2]C[C@H](C)F.CCOCC.

=====

(3)
A molecular structure, C26H24Cl2MnN4O3SSbSe4 in a non-equilibrium geometry, computed with ωB97M-V with the def2-TZVPD basis set.

ORCA input file:
```
! RIJCOSX wB97M-V def2-TZVPD def2/J DEFGRID3
* xyz 2 1
C -2.7113 1.2556 -0.5220
H -5.5520 -0.8331 -0.2457
C -5.1915 -0.8613 -1.2656
C 3.2207 0.7594 -1.8699
C -5.4350 -1.9770 -2.0480
C 5.4258 1.7692 0.7420
N -3.3094 1.3019 -3.5979
H 4.1050 6.6556 -0.0101
H 4.1807 0.0172 0.3971
H 7.3344 1.9870 -0.2754
H 0.7963 3.5839 0.9986
H 5.7771 -0.0718 -0.3496
C 2.5533 3.6306 -1.8552
Mn -0.0598 0.9730 -1.3377
Se -4.8161 -3.6002 1.6036
H 2.3681 5.3022 1.0962
H 2.3063 0.8790 -3.6509
H 0.0048 0.8199 -7.7010
C 6.5085 2.6094 0.0734
C 0.6425 2.1097 -0.3285
N 4.3777 1.0772 -1.3693
H 4.9259 1.7422 -1.9033
C 1.9445 2.5275 -2.6564
C -0.6583 0.9321 -6.8551
O -1.8658 1.7437 -1.2779
S 2.1276 -0.3811 -1.2773
H 6.9198 3.3339 0.7742
C -2.4353 1.1774 -4.6711
H 4.5657 2.3939 1.0020
C -0.3908 0.2688 -5.6698
C -1.2605 0.4286 -4.6076
C 4.9501 0.5978 -0.1065
H 3.8877 4.1226 -3.4529
H -4.7452 1.2240 0.1087
C 3.6776 5.8086 -0.5289
N 1.1437 3.2005 0.1228
Se -1.5223 -2.4181 -0.3200
H -2.0059 2.2659 -7.8695
C 2.1394 3.9744 -0.5686
H -5.1395 -2.8768 -3.9739
Cl -0.8297 -0.4344 -3.1199
C -2.6546 1.8448 -5.8854
Se -0.9984 -2.9039 3.6252
H -4.3999 2.3712 -1.2023
C -4.9504 -2.0159 -3.3467
Se -0.7211 -0.3708 0.3862
H 6.1263 3.1815 -0.7770
Cl -4.0646 2.8324 -6.0409
O -2.4106 0.4745 0.4985
C -4.4760 0.2253 -1.7575
C -4.0125 0.1884 -3.0780
C -4.1804 1.3818 -0.8065
O 0.7703 2.4435 -2.9786
C 4.1135 5.4750 -1.8017
H -6.0023 -2.8063 -1.6480
C -4.2479 -0.9378 -3.8592
N 2.8238 1.5004 -3.0327
H 0.4761 -0.3700 -5.5699
H 4.8786 6.0630 -2.2888
H -3.8443 2.1588 -3.6233
H -3.9000 -0.9543 -4.8848
C 3.5618 4.3820 -2.4533
Sb -2.6137 -3.0584 1.9909
C -1.7831 1.7360 -6.9540
H 5.8044 1.3521 1.6761
C 2.6955 5.0514 0.0943
*
```

For the frontier orbital gap, the calculation gives 0.2321 hartree.

=====

(4)
A molecular structure, C17H23BrN3OPtSTe in a non-equilibrium geometry, computed with ωB97M-V with the def2-TZVPD basis set.

ORCA input file:
```
! RIJCOSX wB97M-V def2-TZVPD def2/J DEFGRID3
* xyz 1 1
H 1.5855 -3.4365 0.4774
H 2.5931 -3.5146 -2.7257
H 1.3874 0.6762 -3.8893
H 2.4590 -4.8951 -0.0422
C -1.2843 3.0838 1.5951
H 1.2314 -3.8624 -3.8301
N 0.6813 -1.2461 -3.4266
C 3.3461 -3.8754 1.6404
Pt 0.7940 -0.5353 0.6121
C 3.9819 -4.8487 2.4061
C 3.8322 -2.5685 1.6882
H -0.2414 0.6096 -3.1889
C -0.4764 2.1244 1.0287
C -2.2212 2.6836 2.5410
Te 3.1930 -1.0472 0.3545
H -3.0383 0.9776 3.6004
C 4.9012 -2.2307 2.5258
C 1.5541 -3.8498 -2.7879
C 5.4116 -0.8199 2.6591
H 0.0178 0.1098 -4.8711
H 3.6046 -5.8661 2.3714
H 6.3240 -2.9789 3.9300
S -0.6519 -0.8790 -1.1181
H 1.4867 -4.9173 1.4231
C 5.7681 -5.6378 3.9934
H 6.5549 -5.2246 4.6223
H 0.4005 -3.3410 -1.0709
H 6.2228 -6.3697 3.3240
H 5.8809 -0.4640 1.7378
H -1.5134 -0.6059 2.4749
N -0.5529 0.8207 1.3449
H -3.6018 3.2682 3.7243
Br 0.7953 2.6775 -0.2440
H 1.4909 -4.8693 -2.4199
C 5.4981 -3.2377 3.2766
H 4.6091 -0.1220 2.9062
C 2.1549 -4.2987 0.8230
H 1.2236 -1.8264 -4.0483
C 0.4474 0.1264 -3.8720
H -1.1944 4.1230 1.3189
H 6.1602 -0.7599 3.4473
O -2.9867 3.6398 3.0806
N 0.6809 -3.0186 -1.9826
C 5.0713 -4.5570 3.2125
H 5.0676 -6.1750 4.6342
C -1.4750 0.4518 2.2537
C -2.3205 1.3348 2.8748
C 0.3321 -1.7709 -2.2616
*
```

For the frontier orbital gap (alpha / beta), the calculation gives 0.2231 / 0.2235 hartree. As for the relative energy (zero: lowest compared OMol25 entry of this formula, charge and spin): 47.1 kJ/mol.

=====

(5)
A single C7H9F3Se molecule in a non-equilibrium geometry, computed with ωB97M-V with the def2-TZVPD basis set.

ORCA input file:
```
! RIJCOSX wB97M-V def2-TZVPD def2/J DEFGRID3
* xyz 0 3
C 1.1491 1.8104 -0.1071
C 1.1174 0.3771 -0.5728
H -2.2910 -2.4587 0.0408
F -1.7483 1.4818 1.1578
F -1.5997 1.2049 -0.9544
H 0.5628 -1.6718 0.0123
H 2.0527 2.3578 -0.1984
C -1.9767 0.6019 0.1529
H -1.3330 -2.6206 1.4192
H 0.8605 1.8902 0.9562
Se 4.0770 0.0484 0.2513
C -1.8055 -1.8508 0.7724
C -1.0763 -0.5785 0.3260
C 2.4641 -0.1731 -0.8957
H -2.6670 -1.5991 1.2869
H 0.2657 2.3936 -0.5237
H 2.6728 0.3131 -1.9420
H 2.2924 -1.1705 -1.1325
F -3.2506 0.2580 0.0019
C 0.2336 -0.6142 -0.0513
*
```

For the frontier orbital gap (alpha / beta), the calculation gives 0.3155 / 0.2486 hartree. As for the relative energy (zero: lowest compared OMol25 entry of this formula, charge and spin): 0.0 kJ/mol.

=====

(6)
3 unconnected molecules or ions with the total composition C5H14NOS in a non-equilibrium geometry, computed with ωB97M-V with the def2-TZVPD basis set.

ORCA input file:
```
! RIJCOSX wB97M-V def2-TZVPD def2/J DEFGRID3
* xyz -1 1
O 1.0391 2.3829 -0.4041
H -1.1559 1.6174 -0.5377
H -0.6235 -0.4379 -1.7302
H 1.0481 -0.2031 -0.6116
H 2.9468 1.5265 -0.6142
H -2.5301 -1.5774 0.3633
C 1.4442 0.1997 0.3134
H 0.3302 -2.3220 1.9621
H 1.7794 -1.6631 1.0421
S -0.3828 -2.6514 0.1483
H -1.2300 -0.6565 0.9400
C -1.5679 -0.3972 -1.1896
H -2.3783 1.5279 -1.8144
H 2.4402 2.0148 1.0090
C 2.0529 1.5686 0.0556
H 0.6032 0.4291 0.9833
H -2.8048 1.1049 -0.1616
H 2.5368 -0.5507 1.9190
N 2.3171 -0.7905 0.9588
C -2.0091 1.0289 -0.9125
C -1.5106 -1.2689 0.0830
H -2.3450 -0.8822 -1.8021
*
```

For the frontier orbital gap, the calculation gives 0.1537 hartree. As for the relative energy (zero: lowest compared OMol25 entry of this formula, charge and spin): 436.8 kJ/mol.

=====

The calculation returns the following DFT total energy values, one per record and in order: -8053.1163 -35516.7028 -374562.1856 -115932.6499 -80900.3523 -19781.7274 eV.